DFT (the ωB97M-V functional and the def2-TZVPD basis) results for one molecule with the formula C20H22O5S3 at a distorted geometry.

Summary:
* energy relative to the best compared isomer or geometry (same formula, charge and spin): 0.00 kcal per mole
* HOMO energy: -8.1 eV
* spin multiplicity: 1
* Kohn-Sham gap: 8.56 eV
* strongest force on any atom: 3.082 eV/A
* structure (SMILES): CCOC(=O)[C@](OC)(C1(c2ccccc2)SCCS1)S(=O)(=O)c1ccccc1

Each line ends with the Mulliken charge.
CARTESIAN COORDINATES (ANGSTROEM)
C (-0.02010, -0.10252, 0.28455)  -0.237
C (-4.31330, 0.06304, 3.11940)  -0.540
C (1.35259, -0.50032, 0.82662)  0.230
O (-0.79960, 2.55931, 0.67017)  -0.653
H (-0.83520, -2.91398, -0.61724)  0.230
C (-3.46821, 1.10111, 0.68638)  -0.294
C (0.26761, -1.87679, -2.54106)  -0.728
H (-0.07107, -2.77656, 0.98941)  0.357
C (-0.63670, 2.47072, -2.54675)  -0.670
H (-0.51050, 2.29048, -3.62292)  0.405
H (-1.89269, -2.76823, 0.84037)  0.272
H (3.32450, 2.40637, 2.51203)  0.279
C (-2.52987, 0.89968, 1.69748)  0.121
H (4.95305, 1.73583, 2.46678)  0.433
C (2.94762, -2.50882, -2.09545)  -0.725
H (-2.29744, 0.50074, 3.80498)  0.444
H (3.18249, -0.40463, -1.58171)  0.468
H (3.99867, -2.72511, -1.92452)  0.401
C (3.39289, 0.36497, 1.84488)  -0.245
H (2.46047, -4.49958, -2.82316)  0.376
H (4.02552, -0.34478, 1.28856)  0.275
C (0.56307, 0.34797, -1.38522)  0.945
H (0.05263, -3.93881, -3.16649)  0.408
H (3.17618, -0.05496, 2.83456)  0.299
O (-0.17449, 1.11013, 2.69873)  -0.744
O (-1.03311, -1.02606, 0.25899)  -0.125
H (-0.76088, -1.60991, -2.78314)  0.472
H (0.44216, 3.76118, -1.20111)  0.259
S (-0.79027, 1.28556, 1.37751)  1.588
C (1.11689, -0.92308, -1.95696)  0.164
S (1.64996, 1.68305, -1.22184)  -0.022
H (-4.62435, -0.40331, 4.04709)  0.394
C (-2.98554, 0.49304, 2.95760)  -0.376
C (2.47614, -1.20526, -1.84292)  -0.310
H (1.33434, 3.48415, -2.74110)  0.484
C (2.08164, -3.49601, -2.57806)  -0.541
C (-0.92762, -2.48326, 0.37985)  -0.777
H (-3.15433, 1.57185, -0.24180)  0.319
H (-6.32016, 0.05446, 2.28217)  0.370
H (-1.50040, 3.15032, -2.39387)  0.343
C (0.74531, -3.18454, -2.78724)  -0.415
H (-5.48601, 0.77548, 0.03552)  0.393
H (4.17960, 2.16411, 0.93445)  0.243
C (-5.25610, 0.24322, 2.10510)  -0.432
O (1.71209, -1.65075, 1.01747)  -0.648
C (3.99608, 1.75046, 1.93752)  -1.131
O (2.10594, 0.58673, 1.12830)  0.058
C (-4.80044, 0.70529, 0.87290)  -0.639
S (-1.02328, 0.81776, -1.86526)  -0.192
C (0.67422, 3.02022, -1.98154)  -0.586